# C37H28Cl3LaN9O7S2

A molecular structure, C37H28Cl3LaN9O7S2 at a distorted geometry (the ωB97M-V functional and the def2-TZVPD basis, the OMol25 dataset).

Geometry as XYZ:
```
87
Properties=species:S:1:pos:R:3:forces:R:3:mulliken_charge:R:1
La -0.416246 -1.647505 0.496608 1.64 0.22 -0.32 2.162
O -3.588960 1.106367 -0.012028 -0.01 -0.05 0.09 -0.662
C -2.914643 0.256379 0.539260 -0.22 0.27 0.13 0.026
O -1.646653 0.297560 0.780887 -0.86 0.73 0.22 -0.617
C -3.555876 -1.047951 1.038510 0.13 0.04 -0.11 0.470
C -4.811525 -1.160983 1.605650 -0.10 -0.03 -0.10 -0.819
C -5.181766 -2.392169 2.134777 0.03 0.00 0.04 -0.504
C -4.297278 -3.468310 2.108394 -0.12 0.00 -0.09 -0.876
C -3.063007 -3.268983 1.524812 0.13 0.03 -0.09 0.670
N -2.727598 -2.094712 0.982107 -1.49 -0.01 0.79 0.725
C -1.893386 -4.255139 1.492145 -0.25 -0.09 0.21 -0.249
O -2.082919 -5.432262 1.227616 -0.03 0.09 0.06 -0.666
O -0.765441 -3.663654 1.694467 -0.40 -0.60 0.17 -0.536
H -5.466120 -0.301314 1.639119 0.01 -0.01 -0.01 0.594
H -6.153238 -2.506023 2.599254 0.02 -0.01 -0.01 0.460
H -4.548320 -4.426003 2.541960 0.01 -0.01 -0.02 0.590
C 2.667640 -4.746862 1.352708 0.00 0.09 0.02 -0.652
O 1.574359 -5.254028 0.570055 -0.06 -0.05 0.03 -0.449
C 0.888040 -4.374532 -0.118080 0.46 -0.09 -0.48 0.677
O 1.220492 -3.185943 -0.257068 0.84 -0.95 -0.18 -0.554
N -0.148954 -4.919294 -0.787360 0.02 0.00 -0.08 -0.286
N -1.074644 -3.986077 -1.328070 0.20 -0.07 0.22 -0.224
H 3.210589 -5.619953 1.694781 -0.02 -0.02 0.01 0.292
H 2.277749 -4.184641 2.200241 -0.03 -0.02 0.00 0.226
H 3.307791 -4.108040 0.748723 0.00 -0.04 -0.03 0.284
H -0.547340 -5.754587 -0.378833 -0.03 -0.06 0.05 0.314
H -2.008063 -4.340430 -1.143750 -0.01 -0.09 0.05 0.242
H -0.934766 -3.986659 -2.331632 -0.09 0.11 -0.11 0.287
S 4.010388 2.813905 5.616987 0.10 0.12 0.10 0.175
N 4.387575 2.254387 4.156343 0.11 0.02 -0.02 -0.648
C 3.385602 1.485074 3.774217 -0.28 -0.09 0.20 1.129
C 3.293519 0.772666 2.518939 0.01 -0.06 -0.11 0.184
C 4.336030 0.748145 1.589229 -0.11 0.01 0.07 -0.872
C 4.160360 0.054112 0.415341 0.08 0.10 -0.04 -0.979
C 2.933730 -0.558825 0.183029 -0.06 -0.12 -0.06 -0.446
N 1.937748 -0.557883 1.059800 0.31 0.19 0.29 0.367
C 2.117767 0.065462 2.241223 0.17 0.09 -0.08 -0.386
C 1.059532 -0.061626 3.256003 -0.07 0.00 0.16 -0.640
N 0.019395 -0.868518 2.975122 0.22 0.23 0.33 0.343
C -0.915352 -1.041743 3.896899 -0.01 -0.07 -0.02 -0.259
C -0.884383 -0.427825 5.145674 -0.04 -0.01 0.07 -1.076
C 0.171631 0.396840 5.447654 0.09 0.06 -0.06 -0.694
C 1.172046 0.586391 4.491043 -0.12 -0.07 -0.04 0.261
C 2.340802 1.402724 4.735276 0.21 -0.02 -0.27 1.036
N 2.578445 2.110816 5.823551 -0.05 0.02 0.10 -0.652
H 5.256848 1.265376 1.825850 0.01 0.00 -0.06 0.569
H 4.946812 -0.011142 -0.323854 -0.03 0.01 0.00 0.539
H 2.757389 -1.094813 -0.743247 -0.05 0.02 0.01 0.575
H -1.725097 -1.716797 3.643712 0.00 0.01 -0.05 0.421
H -1.676428 -0.615537 5.856664 0.01 0.01 -0.01 0.487
H 0.262760 0.897054 6.403163 -0.05 -0.02 0.00 0.560
Cl 2.008768 6.127783 1.041435 0.05 0.03 0.04 -0.214
C 1.064543 5.360729 -0.185717 -0.07 -0.08 -0.11 0.374
C 0.276122 4.269594 0.131456 -0.01 -0.03 0.10 -1.466
C -0.470743 3.659741 -0.863848 -0.03 0.02 0.00 0.096
C -0.442464 4.103223 -2.183474 0.00 0.00 -0.04 -0.497
C -1.245112 3.445207 -3.291363 0.26 0.22 0.06 0.162
C -2.312664 2.454739 -2.809795 -0.03 0.13 -0.14 -1.735
N -1.925413 1.066724 -2.620663 0.17 0.07 -0.20 0.726
C -2.681710 0.000770 -3.039486 -0.09 -0.09 0.09 -1.107
C -2.106918 -1.106275 -2.505709 0.12 0.00 -0.09 -0.709
N -0.987840 -0.740247 -1.782629 -0.11 0.18 -0.90 0.602
C -0.921309 0.574736 -1.887411 0.21 -0.21 -0.13 -0.870
O -0.463529 2.964423 -4.377620 -0.20 -0.69 0.01 -0.435
C 0.908852 2.626364 -4.259969 0.10 0.33 -0.14 -0.322
C 1.289320 1.168203 -4.241674 -0.37 0.01 0.11 -0.403
C 0.756062 0.179062 -5.012474 0.19 -0.14 0.19 0.807
Cl -0.538299 0.308572 -6.120498 -0.05 -0.02 -0.06 -0.182
S 1.573235 -1.326539 -4.808181 -0.16 0.14 0.01 -0.204
C 2.652409 -0.633533 -3.674088 -0.06 -0.21 -0.04 -0.478
C 2.386064 0.680670 -3.467926 -0.02 0.19 0.04 -0.681
C 0.336397 5.232279 -2.459191 0.00 -0.10 0.21 0.935
Cl 0.384137 5.906373 -4.050834 -0.02 0.03 -0.06 -0.182
C 1.091933 5.855118 -1.478323 0.03 0.09 -0.07 -0.719
H 0.230327 3.907908 1.150118 -0.01 0.02 -0.02 0.574
H -1.115462 2.838205 -0.575034 0.03 0.01 0.03 0.599
H -1.834166 4.237667 -3.760708 -0.03 0.15 0.12 0.723
H -3.104964 2.441095 -3.553614 0.00 -0.05 -0.04 0.659
H -2.742465 2.821905 -1.877166 -0.14 -0.03 -0.04 0.363
H -3.553111 0.126447 -3.658000 0.01 0.03 0.04 0.647
H -2.408655 -2.133136 -2.611180 -0.04 0.01 -0.01 0.448
H -0.143140 1.171987 -1.445114 -0.09 0.12 -0.01 0.474
H 1.360361 3.116648 -3.393949 0.04 -0.06 -0.03 0.310
H 1.361588 3.064018 -5.153188 0.09 0.08 0.05 0.357
H 3.426102 -1.248497 -3.240205 0.01 0.07 0.00 0.481
H 2.959203 1.322247 -2.808903 0.00 -0.06 0.01 0.484
H 1.685505 6.723298 -1.728947 0.00 -0.01 0.03 0.470
```
Positions in Å, forces in eV/Å.

Summary:
- Max |F|: 0.0328 hartree/bohr
- LUMO energy: -3.25 eV
- Orbital gap: 7.6 eV
- Charge: +1